This record from the Open Molecules 2025 dataset describes a structure of composition C31H62Br12O21S5 in a non-equilibrium geometry. The level of theory is wB97M-V/def2-TZVPD.

Each line ends with the Mulliken charge.
Element x y z (Å)
H1 6.6917 2.4910 7.6975  0.289
H2 1.1765 -1.7666 2.5888  0.314
H3 -5.9417 -7.0881 -5.8568  0.326
Br1 -3.7019 6.5621 0.7789  -0.012
O1 5.2492 -4.9882 -3.7377  -0.336
C1 -2.8870 2.2966 -5.9304  -0.316
C2 -0.0466 0.8070 1.9461  -0.268
Br2 -6.7913 5.8070 0.6324  -0.030
H4 7.9344 1.5996 6.9265  0.389
C3 -6.2980 -7.5050 -4.9148  -1.317
S1 6.4026 -0.5472 7.6266  1.133
H5 -4.3674 -7.3005 -3.9339  0.401
C4 -1.3963 0.9512 -4.5421  -0.275
C5 7.5007 1.7914 7.9079  -0.241
O2 1.0029 0.6395 1.0212  -0.240
H6 4.1222 5.7639 -5.8506  0.324
H7 8.9814 1.8437 9.5451  0.305
Br3 8.4050 -0.6934 -2.1286  0.003
H8 -8.2677 0.1569 2.3715  0.322
Br4 7.7873 -0.8689 1.0078  0.018
C6 1.9194 -1.7191 1.7927  -0.954
C7 -4.1664 -5.6158 -1.3268  -0.934
C8 4.5109 -4.3581 -4.7402  -0.417
H9 1.8671 8.3373 -1.9376  0.252
C9 -10.8566 -3.5702 3.7519  -1.150
Br5 -3.7942 -0.7425 7.7026  -0.010
C10 -1.2706 0.6141 -6.0181  0.526
Br6 -5.3757 7.7362 -1.5525  -0.019
C11 3.0354 -4.7728 -4.5494  -0.479
H10 2.7507 -1.1816 2.2489  0.336
H11 -0.2004 -7.1180 6.2038  0.390
H12 5.6788 4.2473 -4.7703  0.326
C12 4.5314 -5.9658 -3.1147  0.493
O3 4.9674 -6.6974 -2.2187  -0.606
O4 -8.4134 -3.2854 1.6052  -0.597
H13 -3.9672 2.1740 -6.0093  0.264
H14 0.1801 8.2529 -4.5530  0.275
H15 9.0959 3.3338 8.6050  0.340
H16 -3.3793 1.2919 -3.9472  0.302
H17 -4.9244 5.2238 -1.0152  0.385
H18 -2.1089 1.5216 1.7935  0.373
S2 -7.8968 -2.2297 2.4514  1.155
Br7 0.3002 -4.8361 7.3472  -0.016
O5 5.9975 6.1919 -1.1578  -0.591
O6 6.9029 0.6781 8.5774  -0.308
H19 -1.6191 0.4630 0.5135  0.288
O7 7.0417 4.3260 -2.6100  -0.611
H20 4.8963 -4.6758 -5.7090  0.255
C13 8.4255 2.5279 8.9040  -1.143
C14 -5.1843 6.1273 -0.4636  -0.330
H21 -10.8160 -1.5633 4.2111  0.347
O8 -0.3225 6.8674 -3.2154  -0.332
Br8 -1.1776 -5.4687 4.4083  0.016
Br9 -4.0610 1.7548 5.7047  -0.021
H22 -2.3161 2.7437 -3.9310  0.227
S3 -4.4375 -4.7984 -2.9912  1.116
H23 -1.5402 8.4088 -3.9573  0.290
O9 -2.2118 1.3310 -6.7123  -0.366
H24 4.3873 3.3114 -4.0527  0.340
C15 -0.7669 -6.1884 6.2606  -0.374
S4 5.8611 4.9726 -1.9996  1.150
H25 -6.2316 -8.5555 -5.1977  0.397
H26 -1.0118 2.1549 0.5233  0.285
H27 0.5976 8.3633 -0.5994  0.295
O10 4.6794 5.2143 -3.2321  -0.311
C16 -5.4262 -7.1440 -3.7277  -0.180
C17 -1.2729 1.2902 1.1333  -1.064
C18 4.6628 4.3136 -4.3811  -0.148
C19 0.4659 6.8149 -2.1417  0.497
H28 -0.9918 9.4791 -2.1125  0.259
O11 -6.5563 -2.3868 3.0658  -0.598
H29 3.9246 3.9858 -6.3333  0.364
O12 0.7083 5.7301 -1.5887  -0.638
H30 -0.2475 -0.0764 2.5521  0.246
H31 -7.3420 -7.2851 -4.6915  0.305
H32 -7.2496 -0.3971 0.9291  0.383
Br10 10.8192 -1.6487 0.0299  -0.055
C20 9.1885 -0.4071 -0.3065  -0.384
H33 2.2227 -2.6567 1.3267  0.361
H34 5.1386 3.8635 0.0847  0.379
Br11 -2.3870 -6.5764 7.3268  -0.015
H35 -1.5607 0.0053 -4.0261  0.229
H36 7.7394 2.9495 9.6386  0.299
S5 1.2394 -0.8227 0.2827  1.128
C21 -10.3057 -2.2043 3.4922  -0.201
O13 -5.0361 -3.4940 -2.6816  -0.573
C22 -2.5924 1.8367 -4.4687  -0.476
H37 -5.1263 -5.6773 -0.8141  0.331
C23 3.8312 4.7531 -5.5648  -1.228
H38 3.1273 -6.9019 -4.4340  0.281
H39 -3.4205 -4.9687 -0.8653  0.373
H40 5.3761 2.7912 -1.4280  0.346
O14 5.7130 -1.5400 8.4638  -0.584
H41 2.3897 -5.9500 -3.0208  0.233
H42 9.4874 0.6342 -0.1861  0.418
C24 5.0050 3.7164 -0.9870  -0.926
H43 -11.9349 -3.5929 3.5942  0.371
H44 4.6497 -3.2835 -4.6222  0.309
Br12 -1.1414 0.8583 6.7524  -0.020
O15 -8.8719 -2.1115 3.7430  -0.307
C25 -0.5036 8.1832 -3.7070  -0.355
H45 -0.4923 1.4717 -4.2259  0.213
O16 -5.6553 -5.7678 -3.4980  -0.281
H46 -10.6312 -1.8352 2.5196  0.239
H47 8.5877 -0.5762 6.3085  0.343
H48 8.6714 -1.2254 7.9967  0.330
H49 -3.6766 -6.5795 -1.4663  0.322
H50 0.4849 9.9276 -3.0086  0.304
H51 0.3870 1.5581 2.6063  0.298
H52 2.4129 -4.8031 -5.4436  0.362
H53 3.9273 3.6511 -1.1369  0.302
H54 2.5904 -3.9876 -3.9382  0.175
C26 0.8202 8.2219 -1.6570  -0.288
C27 -8.0959 -0.5834 1.5902  -0.895
H55 -10.5399 -4.0180 4.6938  0.303
O17 -3.2467 -4.9999 -3.8415  -0.578
O18 -0.0375 -1.5055 0.0424  -0.559
H56 2.7623 4.8290 -5.3650  0.289
C28 -0.0653 9.1064 -2.5494  -0.552
C29 -2.9427 0.2037 6.1924  -0.325
H57 7.9467 -2.0981 6.5822  0.382
H58 -2.5988 3.3396 -6.0613  0.261
O19 5.6775 0.0836 6.5034  -0.600
O20 -0.5216 -0.2190 -6.4883  -0.585
O21 2.2858 -0.6493 -0.7101  -0.548
C30 3.1724 -6.0351 -3.7747  -0.267
C31 8.0760 -1.1411 7.0877  -0.938
H59 -5.6836 -7.7424 -2.8538  0.292
H60 -2.8400 -0.4424 5.3206  0.372
H61 -10.5897 -4.3211 3.0083  0.310
H62 -9.0391 -0.7211 1.0615  0.318

Computed properties:
Lowest unoccupied orbital energy   -0.53 eV
Maximum force   0.0730 Eh/bohr
HOMO level   -10.0612 eV
E   -970827.566 eV
Kohn-Sham gap   0.3503 Ha